# 1
Here is a 2-piece molecular cluster, C6H16O overall from the OMol25 dataset. Energies are from ωB97M-V with the def2-TZVPD basis set.

Each line ends with the Löwdin charge.
Positions of all 23 atoms, in Å:
C1 -1.18913 1.86506 -0.49415  -0.205
C2 -0.84197 0.76262 0.55311  -0.315
C3 -0.41302 -0.59633 -0.01899  -0.327
C4 1.02339 -0.63697 -0.63699  -0.230
C5 2.17929 -0.43109 0.40627  -0.279
C6 1.87544 -0.97103 1.80011  -0.180
H1 -1.02096 1.51681 -1.50368  0.040
H2 -2.21463 2.20925 -0.33812  0.038
H3 -0.51688 2.71984 -0.40296  0.046
H4 -0.01265 1.21192 1.10848  0.079
H5 -1.65842 0.52537 1.23407  0.051
H6 -0.54554 -1.30587 0.79007  0.051
H7 -0.98377 -0.88264 -0.90147  0.057
H8 1.14907 0.12361 -1.40566  0.094
H9 1.06179 -1.66298 -0.99346  0.076
H10 3.09321 -0.86195 -0.01106  0.085
H11 2.31571 0.64425 0.48574  0.082
H12 1.55730 -2.02017 1.75168  0.060
H13 1.10641 -0.41730 2.31601  0.049
H14 2.75803 -1.03430 2.44276  0.053
H15 -3.03762 -1.03949 -2.08938  -0.039
H16 -2.72662 0.40936 -1.66268  -0.053
O1 -2.95843 -0.12797 -2.42969  -0.234

Energy above the lowest of the compared OMol25 structures with the same formula, charge and spin: 12.33 kcal per mole
Kohn-Sham gap (alpha / beta): 2.6 / 10.8 eV
Lowest unoccupied orbital energy (alpha / beta): 3.881 / 3.707 eV
Maximum force: 0.0462 Eh/bohr
Multiplicity: 2
Charge: -1


# 2
Here is a 2-piece molecular cluster, C5H14NO2 overall from the OMol25 dataset. Energies are from ωB97M-V with the def2-TZVPD basis set.

Each line ends with the Löwdin charge.
Positions of all 22 atoms, in Å:
C1 1.84287 0.84093 1.38205  -0.251
O1 0.50352 0.78709 1.87733  -0.085
C2 2.21633 -0.41496 0.61028  -0.168
C3 1.55421 -0.51551 -0.78186  -0.171
C4 0.07710 -0.32342 -0.71611  -0.079
C5 -0.79545 -1.27985 -0.96837  -0.076
N1 -2.23534 -1.01491 -0.77967  0.185
H1 1.89532 1.72438 0.74241  0.124
H2 2.55095 1.00447 2.19475  0.122
H3 0.51774 0.38933 2.75665  0.096
H4 3.29607 -0.45611 0.46699  0.120
H5 1.92439 -1.28236 1.20362  0.120
H6 1.98703 0.26070 -1.41415  0.126
H7 1.80716 -1.47747 -1.22565  0.118
H8 -0.26677 0.65982 -0.41370  0.111
H9 -0.53785 -2.27684 -1.29259  0.130
H10 -2.57372 -1.47850 0.06580  0.173
H11 -2.79337 -1.36467 -1.55898  0.170
H12 -2.40944 0.00893 -0.67658  0.095
H13 -3.11096 2.28180 -1.20689  0.082
H14 -2.72572 2.22450 0.27405  0.085
O2 -2.72408 1.70265 -0.53940  -0.029

Energy above the lowest of the compared OMol25 structures with the same formula, charge and spin: 30.73 kcal per mole
Kohn-Sham gap: 10.4 eV
Lowest unoccupied orbital energy: -3.096 eV
Maximum force: 0.0066 Eh/bohr
Multiplicity: 1
Charge: +1


# 3
Here is C39H37Cl2CuGeNO3Si as an isolated structure from the OMol25 dataset. Energies are from ωB97M-V with the def2-TZVPD basis set.

Each line ends with the Löwdin charge.
Positions of all 85 atoms, in Å:
Cu1 -0.24090 -0.31044 -0.92842  0.393
C1 2.02808 -1.78619 -3.17223  -0.164
Si1 2.53461 -0.27626 -2.19675  0.400
C2 4.38721 -0.45520 -1.89883  -0.178
C3 2.26454 1.16239 -3.36466  -0.181
N1 1.63910 -0.12786 -0.70743  -0.136
C4 2.05286 0.08110 0.59081  -0.316
C5 3.32321 0.62085 0.87490  -0.046
C6 3.84233 0.68792 2.15284  -0.097
C7 3.11319 0.20755 3.23198  -0.103
C8 1.84135 -0.28678 2.99830  -0.036
C9 1.29492 -0.29002 1.72428  -0.220
O1 0.02427 -0.81446 1.50929  -0.017
C10 -1.05266 -0.52104 2.30790  -0.241
C11 -2.19952 -1.23982 1.97516  0.004
C12 -3.37868 -0.99525 2.65100  -0.073
C13 -3.43038 -0.04527 3.66713  -0.114
C14 -2.28390 0.65815 3.99136  -0.096
C15 -1.08643 0.43138 3.31799  -0.045
H1 2.68687 -1.83729 -4.04636  0.030
H2 0.99739 -1.73300 -3.52329  0.029
H3 2.13045 -2.70953 -2.60030  0.034
H4 4.81907 -0.90416 -2.79810  0.026
H5 4.60570 -1.11548 -1.05722  0.033
H6 4.90071 0.49236 -1.72629  0.020
H7 2.83290 0.95555 -4.27744  0.031
H8 2.60059 2.12018 -2.96634  0.006
H9 1.21308 1.25779 -3.64129  0.009
H10 3.90041 1.01355 0.05381  0.083
H11 4.82416 1.12152 2.30214  0.099
H12 3.51901 0.21811 4.23525  0.091
H13 1.25353 -0.69117 3.81165  0.119
H14 -2.14440 -1.94473 1.15555  0.122
H15 -4.26956 -1.54315 2.37040  0.105
H16 -4.35683 0.14237 4.19481  0.093
H17 -2.30810 1.40551 4.77541  0.100
H18 -0.20558 0.99654 3.57634  0.097
Cl1 -4.83564 -1.48666 -1.95939  0.594
C16 -4.05798 0.09133 -2.25642  -0.982
Cl2 -4.53172 0.72270 -3.84011  0.598
C17 -2.53858 -0.02253 -2.08736  -0.822
O2 -1.74013 0.19977 -2.98751  -0.011
O3 -2.20723 -0.30857 -0.89053  -0.127
H19 -4.43996 0.77508 -1.50434  0.040
Ge1 -0.38360 2.06482 -0.93926  1.035
C18 0.84953 3.01560 0.24185  -0.326
C19 2.01934 3.55884 -0.28488  -0.128
C20 2.95437 4.18187 0.53232  -0.099
C21 2.73309 4.27107 1.89750  -0.105
C22 1.56466 3.75141 2.43755  -0.088
C23 0.63462 3.13608 1.61349  -0.107
C24 -2.24228 2.61142 -0.62841  -0.325
C25 -2.89943 3.29227 -1.65350  -0.132
C26 -4.23825 3.65121 -1.53799  -0.110
C27 -4.94360 3.33027 -0.38848  -0.108
C28 -4.30439 2.64902 0.64123  -0.089
C29 -2.97012 2.29216 0.51817  -0.100
H20 -0.07761 2.64375 -2.33968  -0.002
H21 2.20323 3.50476 -1.35119  0.075
H22 3.85854 4.59421 0.09963  0.097
H23 3.46578 4.74472 2.53976  0.095
H24 1.37989 3.82107 3.50309  0.099
H25 -0.27940 2.75047 2.04681  0.083
H26 -2.36800 3.52470 -2.56966  0.092
H27 -4.73078 4.16311 -2.35587  0.098
H28 -5.98937 3.59860 -0.29787  0.096
H29 -4.85002 2.37314 1.53575  0.098
H30 -2.51255 1.71506 1.31377  0.083
C30 1.69622 -5.43972 1.09267  -0.109
C31 2.11469 -4.09325 1.16245  -0.084
C32 1.46928 -3.13173 0.43874  -0.036
C33 0.36769 -3.42088 -0.41248  -0.166
C34 -0.32354 -2.40180 -1.15678  -0.087
C35 -1.27560 -2.86366 -2.03639  -0.129
C36 -1.63480 -4.22549 -2.17056  -0.088
C37 -1.03782 -5.17511 -1.39930  -0.067
C38 -0.00973 -4.79049 -0.50700  -0.180
C39 0.65980 -5.77161 0.27118  -0.063
H31 2.19774 -6.20094 1.67871  0.089
H32 2.95232 -3.81804 1.79286  0.096
H33 1.81765 -2.11448 0.49258  0.074
H34 -1.79407 -2.18581 -2.69796  0.072
H35 -2.40524 -4.50046 -2.88330  0.095
H36 -1.32027 -6.22057 -1.46475  0.098
H37 0.33074 -6.80243 0.18751  0.100

Energy above the lowest of the compared OMol25 structures with the same formula, charge and spin: 60.80 kcal per mole
Kohn-Sham gap: 6.5 eV
Lowest unoccupied orbital energy: 2.159 eV
Maximum force: 0.0246 Eh/bohr
Multiplicity: 1
Charge: -1


> Number 1 is which compound?

C6H16O


> Among the records above, which one has the highest charge?

C5H14NO2


> Among the records above, which one has the highest energy above the lowest of the compared OMol25 structures with the same formula, charge and spin?

C39H37Cl2CuGeNO3Si